[1]
Formula: C32H80O30Tl
Source: the Open Molecules 2025 dataset
Level of theory: the ωB97M-V functional and the def2-TZVPD basis

```
143
Properties=species:S:1:pos:R:3:mulliken_charge:R:1
H -7.455 -2.801 3.605 0.452
C 0.495 2.262 4.069 0.203
O -2.385 6.057 1.271 -0.574
H 0.293 4.305 -0.881 -0.228
H 6.186 -0.618 1.612 0.417
H -1.836 0.796 -5.878 0.491
H 0.714 -0.713 2.796 -0.198
H -0.479 0.082 -3.859 -0.530
O -4.084 0.014 -1.761 -0.331
H 0.945 -1.986 -2.333 0.887
O 6.120 3.300 0.697 -0.349
H -1.054 -3.507 1.113 -0.015
C -0.706 -1.458 -1.025 0.292
H 4.980 -3.538 -3.475 0.421
H -1.578 -0.425 2.390 -0.148
H 3.191 -4.484 1.873 0.415
O -4.527 -1.501 2.441 -0.116
O -4.047 3.619 2.057 -0.619
O 0.638 -1.030 5.546 -0.574
H 5.730 5.286 1.314 0.297
O 0.533 -3.494 -5.308 -0.557
O -1.033 -2.403 -7.542 -0.547
C -3.078 -5.328 2.618 -0.889
H 2.367 -6.283 0.634 0.330
H 0.456 3.194 6.049 0.387
H -2.079 -1.478 -5.992 0.068
C -6.807 -2.285 2.885 -0.640
C 4.057 -3.010 -3.235 -0.526
H 4.855 2.874 3.065 0.301
C 0.535 -1.277 -1.622 -0.409
H 2.032 -3.624 -0.846 -0.189
H 4.135 -4.070 0.472 0.254
H 0.752 -3.581 -6.245 0.358
O 1.306 3.229 -2.338 -0.282
H -4.583 2.067 -1.481 0.361
O -0.514 4.451 4.717 -0.546
H -0.602 -2.333 -4.133 -0.086
H 3.953 0.287 1.654 0.056
O 1.756 1.518 0.397 0.002
H 5.105 -1.274 -5.201 0.310
H -4.267 -0.638 2.770 0.120
C -1.158 -0.495 0.027 0.444
H -5.016 -3.082 3.671 0.120
H 0.406 -4.821 0.317 0.316
H -5.534 -1.525 4.305 0.412
H -3.272 -5.598 3.663 0.360
H -2.712 2.751 0.831 -0.551
C 0.778 4.445 -1.854 0.342
C 1.855 5.504 -1.750 -0.895
C -5.385 -2.096 3.381 -0.374
O 3.530 3.462 1.574 -0.052
C -0.076 -1.365 3.213 1.444
H 2.213 -2.646 0.629 -0.115
H -5.816 1.025 -2.064 0.344
C 0.928 0.777 -0.096 0.526
Tl 4.069 2.494 -1.225 0.816
C 6.333 -0.194 -0.454 -0.714
O 2.780 5.110 -0.774 -0.289
H -4.048 4.143 2.864 0.357
H -0.497 1.797 4.069 0.085
C -1.444 -2.351 -6.204 -0.379
C 5.802 4.270 1.709 -0.704
H -3.506 4.947 -0.132 0.329
O -6.225 -0.408 0.096 -0.396
H 4.938 -1.465 0.674 -0.155
O 0.791 -4.076 0.794 -0.386
H -7.164 -0.279 -0.050 0.262
C -2.084 -4.182 2.630 0.159
H -0.499 -2.610 4.873 0.421
H -1.943 3.634 2.138 -0.062
H 3.332 -3.795 -2.971 0.319
H 3.538 -2.796 -5.250 0.472
O -4.285 -4.938 2.006 -0.408
H 4.184 4.442 3.223 0.385
H 7.068 -0.981 -0.625 0.447
H -0.200 -0.559 5.652 0.355
C 2.032 -3.656 0.247 0.544
O -1.985 -3.535 1.370 -0.085
H 3.393 -1.689 -1.922 0.134
O 5.503 0.026 -1.577 -0.404
H 1.409 6.474 -1.485 0.429
H -5.003 -5.525 2.252 0.258
C 3.583 -2.131 -4.379 0.239
H 1.198 -2.630 4.371 0.358
C 1.418 -0.227 -1.197 0.913
C -0.368 0.534 0.519 -0.335
H 3.294 5.848 -0.438 0.209
O 0.939 2.654 2.785 -0.558
H -1.765 4.671 -0.108 0.019
H -2.467 -3.429 3.328 0.030
C 3.177 -4.501 0.774 -0.700
H 2.564 -1.763 -4.230 -0.390
H 0.950 1.901 2.176 -0.061
H 5.206 -0.816 -1.964 0.214
H -6.310 1.615 0.251 0.437
H 2.284 5.742 -2.736 0.333
H -3.847 0.532 -4.887 0.254
H -7.779 -3.300 1.543 0.292
H 1.187 1.528 4.501 0.459
H 0.330 -1.489 -5.421 0.180
H -0.001 4.851 -2.514 0.362
H 7.060 3.308 0.501 0.232
H 2.824 3.141 2.158 0.068
O -1.039 1.699 -2.679 -0.108
O -6.849 -3.134 1.721 -0.501
C -0.844 1.116 -3.960 0.448
H -0.576 -1.584 -7.768 0.339
H 1.441 3.982 4.826 0.304
C -2.030 1.169 -4.868 -0.819
H 0.009 1.626 -4.419 0.361
C 4.614 3.766 2.477 -0.365
C 0.335 -1.989 4.534 -0.950
H 6.795 0.764 -0.206 0.175
O 4.461 -1.029 -4.528 -0.467
C 5.487 -0.524 0.772 0.229
H -0.699 1.208 1.300 0.376
C -0.322 -2.349 -5.186 0.289
H -3.141 6.226 1.842 0.372
H 6.689 4.308 2.348 0.411
O -2.277 -0.612 0.577 -0.500
H -2.639 -6.203 2.121 0.364
H -2.102 -3.201 -6.012 0.406
O 2.540 -0.040 -1.621 -1.073
H -2.401 2.189 -5.033 0.391
C -5.572 0.841 0.030 -0.158
H -1.967 1.544 -2.437 -0.055
H -0.208 4.975 3.972 0.323
O -3.095 0.386 -4.300 -0.571
C 0.478 3.481 5.000 -0.969
C -4.968 1.042 -1.360 -0.383
O 4.140 -2.310 -1.985 -0.510
H -4.751 0.898 0.752 -0.238
H -3.757 0.247 -2.649 0.256
H -7.332 -1.339 2.708 0.246
C -2.781 3.664 1.433 1.115
H -1.124 -4.622 2.915 0.278
O -1.399 -2.422 -1.341 -0.639
O -1.277 -0.640 3.281 -0.569
H 0.620 2.555 -2.242 -0.078
O 4.569 0.542 0.962 -0.262
O 3.186 -5.852 0.368 -0.583
H -0.117 -2.143 2.438 -0.339
C -2.631 4.889 0.519 -0.278
```

Computed properties:
- total charge = +1
- HOMO energy (eV) = -10.86
- energy relative to the best compared isomer or geometry (same formula, charge and spin) (kcal/mol) = 0.0

[2]
Formula: C32H80O30Tl
Source: the Open Molecules 2025 dataset
Level of theory: the ωB97M-V functional and the def2-TZVPD basis

```
143
Properties=species:S:1:pos:R:3:mulliken_spin:R:1
C 3.189 -7.744 23.590 -0.007
C 5.630 -8.835 17.999 0.031
H 10.371 -11.175 25.990 0.000
O 3.749 -7.826 22.299 -0.019
H 1.999 -12.118 17.495 0.022
O 3.201 -9.136 17.418 0.060
O -0.265 -14.431 26.607 -0.001
O 7.024 -12.184 28.780 0.000
H 0.436 -9.372 23.632 0.000
O 5.207 -11.511 26.691 -0.266
O 8.316 -10.687 25.735 0.004
C 6.349 -6.278 25.819 0.001
H 6.192 -11.102 32.204 0.000
H 6.981 -5.692 25.152 0.000
H 1.286 -12.576 24.432 0.283
C 5.079 -15.400 28.265 0.000
H 0.849 -9.685 26.555 0.000
H 4.659 -10.423 16.873 0.022
H 6.831 -15.133 29.183 0.000
C 1.833 -12.645 18.434 -0.002
H 8.223 -13.665 19.818 0.000
O 8.482 -11.897 21.753 0.001
H 9.852 -13.511 27.474 0.000
C 7.810 -8.046 22.745 0.000
H 6.056 -9.360 19.917 -0.006
O 6.439 -8.209 22.974 -0.004
H 0.282 -15.877 24.511 -0.001
O 1.145 -8.963 23.132 -0.001
H 5.503 -14.633 31.553 0.000
H 0.843 -10.170 30.256 0.000
H 8.088 -13.950 22.308 0.000
H 6.307 -9.076 22.584 0.003
H 8.169 -11.116 31.708 0.000
O 9.053 -13.120 27.113 -0.001
C 1.669 -7.756 23.720 -0.002
C -0.108 -15.802 23.496 0.001
C 1.182 -9.746 27.592 -0.002
H 6.095 -5.059 27.105 0.000
O -3.097 -14.536 25.375 0.000
H 7.667 -10.899 25.060 0.006
O -0.684 -14.498 23.431 -0.001
O 5.270 -14.236 27.555 0.002
H 7.610 -12.213 28.019 0.001
H 1.255 -13.512 18.113 0.002
H 4.010 -15.468 28.465 0.000
H 9.800 -11.371 24.365 0.000
C 0.417 -10.779 28.429 0.008
H 3.781 -13.324 18.152 0.029
H -1.366 -9.491 21.068 0.000
H 6.763 -14.420 20.327 0.001
O 2.634 -9.828 27.468 0.002
H 1.841 -15.185 23.030 0.002
H 5.908 -10.562 24.436 -0.098
O 2.668 -12.805 26.713 0.282
C 1.080 -15.779 22.524 -0.003
H 8.272 -13.113 25.277 -0.001
H 7.899 -12.754 31.057 0.000
H 4.766 -12.081 19.829 0.012
H 0.346 -13.722 26.394 -0.008
H 10.056 -13.583 25.341 0.000
C 7.660 -13.108 21.763 0.002
H 4.657 -7.522 22.371 0.001
H 3.139 -13.946 19.655 0.060
H 3.626 -6.808 23.937 0.000
C 8.090 -7.780 21.226 0.000
O -0.438 -11.000 24.000 0.003
H -0.082 -13.896 23.874 0.006
H 0.058 -12.080 19.084 -0.002
H 6.437 -9.109 26.803 0.003
H -0.131 -14.932 21.530 0.000
H 5.450 -7.760 18.031 0.037
C 9.261 -12.927 25.696 0.001
O 5.277 -9.131 19.405 0.270
Tl 3.984 -12.000 29.236 0.000
O 6.332 -8.277 27.269 0.000
H -0.644 -12.074 21.542 0.001
C 4.532 -9.346 16.984 0.014
H 4.640 -8.851 16.020 -0.007
O 5.342 -14.466 30.621 0.000
H 7.425 -10.280 29.407 0.000
H 3.640 -8.537 24.187 0.001
C 7.742 -11.297 29.636 0.000
C 2.839 -11.881 23.297 0.228
H -1.350 -14.223 28.262 0.000
O 3.821 -11.967 19.702 0.427
C 3.175 -13.062 19.019 -0.020
H 8.714 -8.999 20.015 0.000
H -2.152 -11.339 21.177 0.000
H 9.120 -7.425 21.241 0.000
C 3.076 -12.319 25.657 0.103
H -2.426 -14.636 24.695 0.000
C 5.876 -15.447 29.604 0.000
H 5.879 -6.973 25.123 0.000
H 1.464 -7.694 24.789 0.000
C 7.288 -13.465 20.341 0.000
C -1.482 -14.002 27.203 -0.001
H 7.908 -7.732 26.225 0.000
O 1.087 -10.903 29.686 0.000
H -0.842 -16.605 23.428 0.000
H 1.344 -6.856 23.198 -0.001
H -2.134 -12.003 23.451 0.000
C 9.490 -11.446 25.408 0.001
C -1.531 -11.120 23.238 -0.002
C 4.515 -11.543 25.698 -0.294
H -3.312 -14.727 27.405 0.000
H 6.179 -14.164 27.253 0.000
H 7.800 -11.295 21.446 0.001
O -0.615 -10.075 21.196 0.000
O 5.486 -5.523 26.526 0.000
H 2.875 -8.958 27.142 -0.001
H -2.167 -10.254 23.420 0.001
C -2.575 -14.928 26.628 0.000
H -1.651 -12.925 27.218 0.000
H 8.803 -11.203 29.408 0.000
H 8.455 -8.891 22.984 0.000
H 2.903 -8.504 16.760 -0.002
C -1.246 -11.194 21.766 0.000
H -2.337 -15.992 26.638 0.000
H 5.532 -16.217 27.703 0.000
O 4.840 -10.625 22.332 -0.438
O 0.956 -11.838 19.324 0.055
H 5.791 -16.491 29.908 0.000
H 8.017 -7.094 23.235 0.000
H 1.046 -8.868 28.222 0.000
C 7.506 -11.738 31.107 0.000
H 0.359 -11.612 27.728 -0.004
H 6.694 -11.982 19.023 -0.003
C 2.280 -12.159 24.508 0.066
O 2.024 -11.892 22.334 0.389
H 7.506 -6.679 27.703 0.000
O 6.104 -11.663 31.430 0.000
H 6.741 -12.935 22.321 -0.007
C 5.025 -11.184 24.418 -0.014
H 6.683 -8.967 17.749 0.002
O 7.914 -8.985 20.545 0.001
H 0.282 -11.446 23.548 -0.027
O 0.757 -15.148 21.235 0.002
O 6.489 -12.376 19.874 0.003
H 1.530 -16.772 22.538 0.000
H 7.414 -6.991 20.895 0.000
C 7.155 -7.225 26.828 0.000
H -0.603 -10.429 28.592 0.000
C 4.276 -11.261 23.294 -0.200
```

Computed properties:
- expectation value of S² = 1.844
- 2S+1 = 2
- total charge = +2
- HOMO energy (alpha / beta) (eV) = -13.00 / -13.00
- energy relative to the best compared isomer or geometry (same formula, charge and spin) (kcal/mol) = 9.2

[3]
Formula: C32H81N4O9
Source: the Open Molecules 2025 dataset
Level of theory: the ωB97M-V functional and the def2-TZVPD basis

```
126
Properties=species:S:1:pos:R:3:mulliken_charge:R:1
H 72.475 56.603 57.510 0.040
C 80.093 57.722 61.750 0.551
H 69.106 59.183 65.880 0.253
H 80.302 59.461 63.064 0.345
N 79.770 57.247 60.811 -0.207
H 76.299 52.469 60.197 0.192
H 77.082 54.099 64.790 0.418
H 80.710 53.319 59.889 0.458
O 76.048 55.107 63.569 -0.263
C 78.295 60.409 58.801 -0.834
C 81.101 58.525 54.276 -0.546
H 69.741 58.527 64.228 0.163
H 74.524 60.387 55.700 0.237
H 70.793 58.875 57.712 0.229
H 69.400 56.897 58.119 0.349
C 76.284 56.845 60.659 -1.091
H 71.079 60.681 66.014 0.429
H 80.290 59.863 55.497 0.329
C 70.329 56.317 58.061 -1.084
C 77.259 59.292 58.935 0.388
C 74.431 58.295 59.944 -0.620
C 75.611 62.630 60.983 -1.141
H 78.099 61.383 59.358 -0.083
H 79.194 64.287 62.641 0.323
H 78.333 54.287 61.087 -0.163
H 73.080 54.845 63.941 -0.033
H 71.238 56.860 56.356 0.369
H 77.676 53.983 56.529 0.318
H 78.577 60.454 57.729 0.331
C 79.748 53.717 59.741 -0.228
N 76.236 56.827 57.034 -0.331
H 77.927 55.044 63.413 -0.041
H 79.895 58.063 63.825 0.417
H 70.058 55.363 57.779 0.442
C 70.985 55.282 63.430 -0.098
H 75.860 57.995 62.754 0.417
O 70.766 55.978 64.630 -0.558
H 79.049 55.162 56.614 0.219
C 74.069 62.509 61.343 -0.547
H 76.286 59.568 58.529 0.068
N 73.558 54.418 59.634 -0.451
H 80.501 62.070 62.456 0.309
O 75.189 59.996 53.168 -0.509
H 74.833 59.557 62.286 0.174
O 79.192 64.464 61.762 -0.539
H 75.849 62.502 60.106 0.665
C 79.208 53.709 61.141 -0.708
H 80.839 57.721 53.693 0.365
H 72.029 53.706 62.563 0.198
H 72.079 53.411 64.419 0.448
C 72.119 54.234 63.698 -0.749
C 75.753 52.930 59.185 -0.800
H 77.729 58.969 61.034 0.098
H 75.945 58.167 53.959 0.215
O 81.409 59.640 53.407 -0.479
H 74.902 58.719 56.266 -0.065
H 81.966 58.419 55.008 0.288
H 76.032 63.726 61.197 0.338
O 73.569 61.230 60.929 -0.238
C 70.730 60.385 65.084 -0.191
C 71.427 56.967 57.401 0.180
C 80.234 62.260 61.388 -0.838
H 70.058 56.653 64.459 0.286
H 73.879 62.616 62.355 0.455
O 71.549 58.324 57.841 -0.450
H 75.330 52.266 58.630 0.614
H 72.695 61.107 61.300 0.185
C 79.957 58.842 55.245 -0.434
H 76.488 53.355 58.494 0.002
H 75.424 56.085 61.028 -0.397
H 74.281 59.008 59.295 0.969
H 81.142 62.870 61.089 0.308
H 81.294 58.408 63.318 0.810
H 79.655 54.453 61.638 0.547
H 73.444 59.055 55.078 0.287
H 79.377 52.542 61.585 0.294
C 74.518 59.233 55.425 -0.415
H 74.228 57.500 59.119 -0.394
H 79.979 58.276 56.345 0.148
H 71.235 55.912 62.399 0.020
C 73.195 58.055 60.805 -2.237
H 77.608 58.232 58.843 0.126
C 77.276 56.423 64.964 -0.948
C 80.431 58.432 63.047 -1.806
C 73.698 57.791 62.161 -1.106
C 77.237 54.998 64.212 0.022
C 74.519 53.791 59.478 0.434
H 77.945 55.037 54.952 0.307
H 69.617 60.930 63.710 0.307
H 79.627 52.026 58.724 0.333
H 70.597 58.116 65.617 0.542
H 78.259 62.718 61.226 -0.218
C 75.137 58.393 62.107 -0.522
H 73.766 56.864 62.482 0.367
C 75.577 59.196 54.304 0.105
H 76.600 59.474 54.845 -0.139
H 78.873 63.192 60.009 0.624
C 79.037 63.232 61.030 0.089
C 76.821 59.227 60.454 -0.533
C 78.021 54.970 56.176 -0.844
H 73.116 58.270 62.969 0.261
H 70.113 54.605 63.484 0.463
H 77.993 56.586 65.648 0.528
H 70.478 56.239 59.242 -0.004
H 77.579 57.157 64.123 -0.136
H 79.669 54.827 59.568 0.003
H 76.341 56.686 65.302 0.346
H 76.387 60.214 60.540 -0.400
H 75.852 54.490 63.082 0.114
H 79.007 58.696 54.757 0.088
O 69.872 61.378 64.489 -0.485
H 71.690 60.287 64.431 -0.049
H 72.832 57.212 60.431 0.710
H 73.695 63.331 60.639 0.293
H 79.258 60.125 59.365 0.142
H 76.563 56.553 59.662 0.175
H 75.770 59.797 52.494 0.299
H 80.173 61.304 61.042 0.150
H 82.146 59.438 53.004 0.265
C 70.014 58.916 65.285 -0.932
H 77.048 56.596 61.265 0.521
H 76.168 61.857 61.598 0.098
N 75.775 58.139 60.686 2.337
H 72.672 58.812 60.672 1.455
C 77.000 55.967 56.615 0.375
O 79.021 52.878 58.863 -0.484
```

Computed properties:
- total charge = +1
- HOMO energy (eV) = -11.49
- energy relative to the best compared isomer or geometry (same formula, charge and spin) (kcal/mol) = 38.9